# 1
Molecular formula: C7H24N9O4
Method: DFT, the ωB97M-V functional and the def2-TZVPD basis

XYZ file:
```
44
Properties=species:S:1:pos:R:3:forces:R:3:lowdin_charge:R:1
N 1.074400 -0.985544 4.824351 -0.12 0.06 0.07 0.120
C 0.479922 -1.140016 3.521021 0.03 -0.06 -0.28 -0.618
O 1.530920 -1.533817 2.669263 0.05 0.00 0.07 0.024
C 0.041381 0.254777 3.019665 0.22 0.24 0.11 -0.004
N -1.397377 0.630557 3.287369 -0.15 -0.09 -0.34 0.084
C -2.128812 -0.331647 4.172485 -0.10 -0.16 -0.23 -0.091
C -1.976656 -1.705105 3.546348 -0.03 -0.05 -0.11 -0.165
N -0.582841 -2.148590 3.395222 -0.09 0.19 0.46 0.043
H 0.464411 -0.582561 5.523262 -0.02 -0.06 0.00 0.083
H 1.467461 -1.853143 5.168808 0.08 0.03 -0.03 0.103
H 1.259300 -2.358105 2.251899 -0.02 -0.03 -0.03 0.100
H 0.216977 0.346372 1.952414 -0.14 -0.17 -0.04 0.130
H 0.678221 0.980328 3.519753 -0.02 0.02 0.00 0.142
H -1.888747 0.628415 2.380201 0.06 -0.08 -0.06 0.142
H -1.446480 1.578171 3.657823 -0.01 -0.01 0.00 0.185
H -1.733066 -0.262184 5.183179 0.03 0.05 -0.01 0.130
H -3.178220 -0.043003 4.159497 0.02 0.08 0.15 0.142
H -2.468791 -1.684975 2.570457 0.05 0.04 0.00 0.103
H -2.521842 -2.425317 4.153973 0.01 0.00 0.01 0.135
H -0.400220 -2.824749 4.128013 0.06 -0.16 -0.18 0.124
C -2.375924 -1.238030 -0.372512 -0.02 -0.05 -0.13 -0.680
O -2.325936 -0.304951 0.434660 0.18 0.20 0.44 -0.021
N -3.366113 -1.332252 -1.288271 0.03 0.05 0.01 0.183
N -1.424686 -2.206985 -0.400962 0.03 0.03 0.01 0.178
H -3.426116 -2.074936 -1.960854 0.00 -0.01 0.01 0.114
H -4.077959 -0.623963 -1.281597 -0.01 -0.01 0.00 0.119
H -0.690572 -2.160562 0.281967 -0.05 -0.08 0.07 0.091
H -1.420297 -2.960156 -1.064984 -0.01 0.00 0.00 0.116
C 0.835493 0.815691 -2.597755 0.01 -0.01 0.07 -0.668
O 1.721821 1.241561 -3.313551 0.03 0.09 -0.14 0.034
N -0.484944 1.099065 -2.803554 0.00 -0.03 -0.03 0.163
N 1.098703 0.013837 -1.518324 0.02 0.03 0.06 0.158
H -1.219566 0.764530 -2.208996 0.01 0.03 0.02 0.075
H -0.714259 1.685974 -3.583932 0.00 0.00 0.00 0.107
H 2.059778 -0.207256 -1.333933 0.01 0.00 -0.02 0.107
H 0.380101 -0.351986 -0.924592 -0.05 -0.01 -0.03 0.052
C 3.890069 3.085909 -6.446125 -0.07 -0.02 0.02 -0.690
O 4.794445 3.488903 -7.153215 0.01 0.01 0.00 0.023
N 2.568511 3.267650 -6.770526 0.00 0.01 -0.01 0.142
N 4.098388 2.420225 -5.272599 0.00 -0.03 0.08 0.154
H 1.818519 2.937164 -6.194374 0.01 -0.01 0.01 0.081
H 2.368068 3.751448 -7.624854 0.01 0.00 0.00 0.098
H 5.049437 2.265372 -4.997643 0.01 0.01 -0.03 0.101
H 3.353102 2.083901 -4.688496 -0.03 -0.04 0.05 0.051
```
Positions in Å, forces in eV/Å.

Computed properties:
gap between HOMO and LUMO = 0.2800 hartree
net charge = +1

# 2
Molecular formula: C17H28GeIrN3OS
Method: DFT, the ωB97M-V functional and the def2-TZVPD basis

XYZ file:
```
52
Properties=species:S:1:pos:R:3:forces:R:3:lowdin_charge:R:1
Ir 0.791358 0.987485 -0.092992 -0.53 0.15 -0.53 0.923
C 0.201913 -2.038965 3.938284 0.01 0.02 0.00 0.012
N -0.349787 -2.254979 2.598740 0.08 0.09 0.10 -0.100
C -0.843898 -3.452121 2.134521 -0.08 -0.08 -0.15 0.016
C -1.229532 -3.255949 0.861582 0.00 -0.14 0.03 0.000
N -0.990525 -1.920227 0.553708 0.11 0.19 0.05 0.027
C -0.428183 -1.327585 1.640949 0.09 0.26 -0.12 -0.586
S 0.102426 0.305423 1.907351 -0.15 -0.40 0.28 0.778
C -1.365554 -1.358451 -0.706288 -0.06 -0.13 0.08 -0.235
C -2.435070 -1.940669 -1.373110 0.06 0.14 -0.08 0.034
C -2.752543 -1.480449 -2.639594 -0.05 -0.08 0.07 0.007
C -2.009162 -0.449444 -3.189370 0.05 0.07 -0.02 -0.004
C -0.999055 0.101573 -2.431378 -0.05 0.07 -0.11 -0.119
N -0.671114 -0.338530 -1.207038 0.25 0.04 0.29 -0.013
H 0.224393 -2.996930 4.447914 0.02 0.00 0.01 0.108
H -0.425767 -1.347308 4.495227 0.01 0.01 0.00 0.107
H 1.210722 -1.639576 3.852593 -0.02 0.01 0.02 0.097
H -0.860324 -4.337279 2.745426 -0.01 -0.01 -0.01 0.149
H -1.612749 -3.947852 0.135765 0.01 -0.04 0.02 0.139
H -3.018537 -2.719459 -0.907563 -0.02 0.00 0.00 0.126
H -3.578127 -1.918689 -3.184010 0.00 0.00 0.01 0.136
H -2.220176 -0.062060 -4.175409 0.01 0.00 0.00 0.132
H -0.432223 0.947154 -2.801359 0.01 -0.02 0.00 0.125
C -2.049510 4.227152 0.516587 0.01 0.03 -0.03 -0.135
C -3.126081 3.283108 -0.009713 -0.03 -0.03 -0.02 -0.134
C -2.425184 1.940872 0.020971 -0.09 -0.10 -0.01 -0.175
O -1.044233 2.242411 -0.341302 0.22 0.15 0.04 -0.360
C -0.798918 3.687471 -0.145946 0.09 -0.01 -0.06 -0.142
H -1.969514 4.167503 1.602230 -0.02 -0.03 0.00 0.127
H -2.230424 5.264660 0.244587 0.01 0.00 0.01 0.132
H -3.396488 3.545036 -1.033418 -0.01 0.00 0.00 0.129
H -4.031192 3.282494 0.593735 0.01 -0.01 0.02 0.132
H -2.813407 1.231212 -0.711318 0.03 0.02 0.09 0.115
H -2.431341 1.500526 1.020648 -0.01 -0.02 -0.04 0.104
H -0.632733 4.110471 -1.137075 -0.01 0.01 0.02 0.133
H 0.102827 3.786778 0.454241 -0.02 0.03 0.00 0.109
C 4.585596 -0.103964 0.294533 -0.19 -0.18 -0.09 -0.212
Ge 2.830230 -0.475141 -0.504074 0.23 -0.40 -0.31 0.755
C 2.249909 -2.293334 -0.105700 0.10 0.03 0.05 -0.214
C 2.837527 -0.076897 -2.428564 0.03 0.00 0.04 -0.216
C 2.364160 1.625132 0.629037 0.17 0.34 0.37 -0.321
H 5.275619 -0.822844 -0.150280 0.02 0.00 0.01 0.044
H 4.582737 -0.259766 1.372003 0.00 0.00 0.01 0.038
H 4.948049 0.896963 0.074195 0.03 -0.01 -0.02 0.033
H 3.035667 -2.996395 -0.382738 0.04 0.03 -0.01 0.042
H 1.358490 -2.542552 -0.676873 -0.04 -0.02 0.00 0.013
H 2.058024 -2.413527 0.961151 -0.02 -0.03 -0.01 0.018
H 3.587511 -0.707004 -2.911930 0.03 0.00 0.06 0.042
H 3.110912 0.958618 -2.634902 -0.01 0.01 0.01 0.032
H 1.882094 -0.299262 -2.903980 -0.02 0.00 0.03 0.002
H 3.088431 2.205371 0.047424 -0.12 0.03 -0.17 0.030
H 2.742756 1.479792 1.642525 -0.17 0.03 0.05 0.017
```
Positions in Å, forces in eV/Å.

Computed properties:
gap between HOMO and LUMO = 0.2773 hartree
relative energy (zero: lowest compared OMol25 entry of this formula, charge and spin) = 10.8 kcal per mole
net charge = +2

# 3
Molecular formula: C2H6NO
Method: DFT, the ωB97M-V functional and the def2-TZVPD basis

XYZ file:
```
10
Properties=species:S:1:pos:R:3:forces:R:3:lowdin_charge:R:1
C -1.021058 1.075098 -0.200252 0.22 -0.87 2.97 -0.209
C 0.789415 -1.260080 -0.105792 0.74 1.29 -1.51 -0.087
N -1.366103 -0.367064 -0.522602 -0.70 0.13 0.38 -0.265
O -2.238399 -0.767239 0.372528 1.58 0.40 -1.08 -0.329
H -0.245377 1.079477 0.638419 -0.48 0.30 -1.39 0.055
H -0.892827 1.844020 -0.933172 0.88 -0.25 -1.28 0.025
H -1.879650 1.450842 0.326510 -0.84 0.04 0.39 0.019
H 0.588082 -2.238358 0.145235 -0.81 -2.58 -0.12 -0.095
H 1.673347 -1.185527 -0.810628 -0.98 0.19 0.70 -0.035
H 0.919557 -0.818329 0.843881 0.37 1.34 0.95 -0.080
```
Positions in Å, forces in eV/Å.

Computed properties:
gap between HOMO and LUMO (spin up / spin down) = 0.2368 / 0.2498 hartree
relative energy (zero: lowest compared OMol25 entry of this formula, charge and spin) = 97.1 kcal per mole
net charge = -1

# 4
Molecular formula: C25H30N2O5S
Method: DFT, the ωB97M-V functional and the def2-TZVPD basis

XYZ file:
```
63
Properties=species:S:1:pos:R:3:forces:R:3:lowdin_charge:R:1
C 2.445787 2.814846 -3.506951 -0.10 -0.25 0.03 -0.053
H 3.463020 2.451520 -3.618808 0.15 0.04 -0.01 0.075
H 2.132388 3.236576 -4.459870 0.00 0.08 -0.09 0.081
H 2.447588 3.609342 -2.767667 0.06 0.17 0.07 0.075
C 1.507469 1.673814 -3.117391 -0.21 -0.08 -0.01 -0.338
C 0.039123 2.112605 -3.150253 0.14 0.11 -0.04 -0.171
C -0.301596 3.078581 -2.020595 -0.12 -0.28 0.02 -0.183
C 0.021023 2.448782 -0.670596 0.23 0.30 -0.09 -0.132
H -0.193437 3.152244 0.136200 -0.01 -0.05 0.07 0.121
C 1.493089 2.040836 -0.615276 -0.24 -0.05 -0.11 -0.279
N 1.798216 1.456972 0.674287 -0.33 -0.21 -0.14 0.125
C 2.826325 1.859529 1.437653 -0.22 -0.48 0.43 -0.466
O 3.507847 2.835283 1.213926 0.37 0.25 0.05 0.073
C 3.093879 0.991745 2.676546 0.60 0.39 -0.13 -0.052
H 4.132713 0.649133 2.613614 -0.20 0.12 0.02 0.141
H 2.966574 1.600663 3.573475 -0.02 -0.06 -0.15 0.142
O 2.217516 -0.114991 2.807727 -0.31 -0.14 0.11 -0.015
C 2.525456 -1.219938 2.098838 0.43 0.01 -0.22 -0.446
O 3.511239 -1.309325 1.409943 -0.18 0.00 0.18 0.125
C 1.494310 -2.274933 2.232353 -0.26 -0.31 0.02 -0.121
C 0.336034 -2.061609 2.973144 -0.05 -0.09 0.00 0.052
C -0.640168 -3.048800 3.035252 0.67 -0.34 -0.50 -0.299
C -0.447475 -4.252719 2.356416 0.09 0.09 0.08 -0.019
C 0.708642 -4.459010 1.625881 0.00 0.09 -0.03 -0.049
C 1.680609 -3.476757 1.554219 0.10 0.21 0.05 -0.011
H 2.585066 -3.617079 0.983426 0.07 -0.02 -0.05 0.120
H 0.851293 -5.395456 1.108671 0.01 -0.08 -0.04 0.110
H -1.213432 -5.008960 2.419494 0.03 -0.15 -0.01 0.103
N -1.809302 -2.848805 3.759937 -1.05 -0.20 0.28 -0.058
S -3.302701 -3.250163 3.078831 0.30 0.52 0.06 0.634
O -4.258159 -2.512244 3.845854 0.09 0.24 0.01 -0.289
O -3.414496 -4.670727 2.990087 0.21 0.01 -0.26 -0.282
C -3.157663 -2.564067 1.441605 -0.20 -0.29 0.60 -0.132
C -3.476904 -1.289443 1.261442 -0.13 -0.11 0.33 -0.070
C -3.402149 -0.516719 0.031854 0.05 0.25 -0.44 -0.219
C -2.879432 -1.040321 -1.153312 -0.06 0.07 0.14 -0.023
C -2.855617 -0.278429 -2.304983 0.02 -0.08 -0.05 -0.083
C -3.345029 1.019223 -2.296866 -0.04 0.03 0.06 -0.092
C -3.850079 1.556478 -1.124151 0.00 0.09 -0.13 -0.076
C -3.878184 0.796649 0.029697 0.07 -0.26 0.09 -0.030
H -4.280870 1.214241 0.940773 -0.04 0.04 0.11 0.115
H -4.227150 2.568046 -1.111142 -0.03 0.09 0.01 0.108
H -3.330592 1.607901 -3.201551 0.02 0.06 -0.08 0.109
H -2.458776 -0.699015 -3.217272 0.04 -0.03 -0.07 0.108
H -2.495077 -2.048235 -1.169918 0.05 -0.13 -0.03 0.109
H -3.862080 -0.764139 2.127672 -0.04 0.10 0.07 0.115
H -2.790248 -3.250073 0.702709 0.10 -0.13 -0.23 0.093
H -1.863390 -1.975999 4.262315 -0.15 0.10 0.03 0.119
H 0.198412 -1.129792 3.500392 -0.03 0.11 0.02 0.125
H 1.284645 0.626968 0.927330 0.08 0.08 0.09 0.144
H 2.133194 2.924248 -0.690437 -0.08 -0.06 -0.04 0.149
C 1.826326 1.053332 -1.744569 0.32 0.17 -0.06 -0.288
C 3.274305 0.574724 -1.646245 -0.27 -0.04 0.06 -0.040
H 3.414060 -0.068261 -0.780046 0.07 -0.03 0.03 0.060
H 3.544174 0.006302 -2.533388 0.08 -0.06 -0.12 0.085
H 3.952697 1.417872 -1.549056 0.14 0.10 -0.01 0.087
H 1.167384 0.181807 -1.624638 -0.06 0.01 0.02 0.147
H -0.605463 1.563038 -0.523533 -0.06 -0.08 0.05 0.111
H 0.264647 4.002984 -2.136611 -0.02 0.13 0.00 0.112
H -1.363108 3.330649 -2.061356 0.00 0.10 -0.01 0.098
H -0.180228 2.578694 -4.112953 -0.05 -0.04 -0.09 0.114
H -0.594784 1.227713 -3.054794 -0.04 -0.03 -0.03 0.091
H 1.632536 0.882665 -3.867332 0.01 0.01 0.06 0.139
```
Positions in Å, forces in eV/Å.

Computed properties:
gap between HOMO and LUMO = 0.3198 hartree
relative energy (zero: lowest compared OMol25 entry of this formula, charge and spin) = 0.0 kcal per mole
structure (SMILES) = C[C@@H]1[C@H](C)CCC[C@H]1NC(=O)COC(=O)c1cccc(NS(=O)(=O)/C=C/c2ccccc2)c1

# 5
Molecular formula: C4H9N2
Method: DFT, the ωB97M-V functional and the def2-TZVPD basis

XYZ file:
```
15
Properties=species:S:1:pos:R:3:forces:R:3:lowdin_charge:R:1
C -0.574166 1.206107 -0.182587 1.52 1.54 -1.02 -0.051
C 0.130905 0.687845 -1.473223 -1.03 2.14 -4.73 -0.177
C 1.636607 -0.418087 -0.002441 -4.11 0.59 2.14 0.085
C -0.134235 -0.124111 0.242590 3.16 -3.54 1.49 -0.356
N 0.523238 -0.591337 -0.940168 0.25 -0.63 0.22 -0.068
N -0.825791 -1.203789 1.072295 4.77 -2.29 -0.69 0.256
H 0.116533 1.969805 0.284868 -1.58 -0.34 -0.20 0.136
H -1.617761 1.508834 -0.350174 0.44 -0.29 0.53 0.132
H -0.518501 0.539494 -2.439209 0.67 0.17 2.14 0.163
H 0.947969 1.292508 -1.884676 0.07 -0.09 0.51 0.127
H 2.095742 0.507598 0.341870 0.18 0.01 -1.00 0.115
H 1.937301 -1.335790 0.490567 0.22 0.03 -0.24 0.093
H -1.004367 -2.085371 0.524793 -1.18 1.35 -0.02 0.194
H -1.511206 -0.840068 1.686140 -1.12 -0.05 0.88 0.149
H 0.038030 -1.639959 1.585385 -2.26 1.39 0.00 0.202
```
Positions in Å, forces in eV/Å.

Computed properties:
gap between HOMO and LUMO = 0.3473 hartree
relative energy (zero: lowest compared OMol25 entry of this formula, charge and spin) = 118.6 kcal per mole
net charge = +1

# 6
Molecular formula: C2H6NO3
Method: DFT, the ωB97M-V functional and the def2-TZVPD basis

XYZ file:
```
12
Properties=species:S:1:pos:R:3:forces:R:3:lowdin_charge:R:1
C -1.483445 -0.155966 0.124367 -0.38 -0.27 -0.47 -0.175
C 0.854112 0.522628 0.429247 -0.16 1.07 0.33 -0.754
N -0.196872 -0.480710 0.628493 1.73 -2.67 -0.95 0.014
O 0.638632 -1.887372 -0.507082 -2.31 1.89 1.38 -0.188
O 2.048776 0.073411 0.421940 0.83 -0.44 -0.05 -0.185
O 0.535988 1.360737 -0.727832 -0.18 0.17 -0.30 -0.089
H -1.719567 0.854583 0.478999 0.01 -0.06 -0.01 0.083
H -1.541097 -0.135258 -0.969728 0.05 0.07 0.06 0.076
H -2.219766 -0.859948 0.521556 -0.03 0.04 -0.06 0.063
H 0.613347 1.206096 1.299552 -0.19 0.02 -0.20 0.135
H 1.460240 -1.423185 -0.251431 0.53 0.20 0.14 -0.047
H 1.009653 0.924982 -1.448082 0.09 -0.01 0.12 0.068
```
Positions in Å, forces in eV/Å.

Computed properties:
gap between HOMO and LUMO (spin up / spin down) = 0.2957 / 0.2971 hartree
relative energy (zero: lowest compared OMol25 entry of this formula, charge and spin) = 113.9 kcal per mole
net charge = -1